(1)
125
Properties=species:S:1:pos:R:3:forces:R:3 method="wB97M-V/def2-TZVPD" e_tot_ha=-3416.24392 lumo_ev=2.2 total_charge=-1 e_homo_ha=-0.1582 gap_ha=0.23857
H 0.263369 4.822819 -3.577958 0.033 -0.011 -0.007
O -4.540008 2.388060 -1.935352 -0.093 0.019 0.009
C -5.162427 1.941835 2.948568 0.034 -0.007 -0.109
C 2.534578 -0.662344 0.212064 -0.604 0.422 1.082
O 5.427296 -1.399398 -1.311907 -0.230 0.059 -0.121
C 3.990709 -0.998429 0.640824 0.190 0.120 -0.252
C -3.618455 1.292884 -1.828133 0.034 0.043 0.145
C 2.384283 0.256402 -1.020055 0.314 0.182 -0.387
N -0.892758 -0.033161 4.085713 0.557 -0.719 -0.270
H 1.238150 6.620234 -5.838695 -0.001 -0.005 -0.001
F 0.217167 -3.929249 -1.158427 0.072 -0.288 0.133
H -3.768014 -4.226777 -0.630839 -0.038 0.034 0.010
C -0.925243 4.689483 6.828199 0.042 0.010 -0.008
C 0.938084 6.493498 -4.796054 -0.006 0.018 -0.055
F 6.267291 0.756489 1.389704 -0.111 0.123 0.084
H -3.800523 -4.833276 -2.956890 0.003 0.003 -0.005
B -0.324337 0.075951 2.734668 -0.403 0.530 -0.084
H -4.757631 3.214626 -3.811976 0.021 0.024 -0.024
H 0.167044 4.330050 4.225185 -0.030 0.023 -0.025
O -1.166837 5.431838 -4.933888 -0.035 0.026 -0.052
H 8.722253 -6.725921 -2.494668 0.007 0.024 0.000
H -4.182152 0.360045 -1.782558 -0.018 0.152 0.130
F 7.449387 -0.035106 -0.230150 -0.018 0.071 -0.124
C 1.012475 -4.367444 -0.150119 -0.097 0.020 0.367
H -6.693985 1.461830 0.019101 0.039 0.050 -0.009
H 4.882722 0.477081 -0.696187 0.029 0.029 0.064
C -5.947766 0.181655 1.620342 0.196 0.043 -0.167
H -0.241374 7.584543 -3.350639 -0.008 -0.002 -0.001
F 2.633841 -3.593728 1.361958 -0.111 0.023 -0.357
H -3.165274 0.882814 -3.901420 0.000 0.011 -0.027
H 4.980961 -7.062687 -1.792268 -0.006 0.002 0.007
H -1.940728 2.773900 7.012461 0.009 0.013 0.035
H -2.009801 -2.423578 -3.501264 0.003 0.016 0.011
H 4.965360 -2.228936 -1.146059 0.053 0.050 0.032
F 2.748306 -6.019803 0.022590 -0.054 -0.034 0.030
O 3.499305 2.247838 -0.203654 -0.593 -0.235 -0.102
H -4.170053 4.317814 -2.552323 -0.019 0.002 0.014
H 0.022197 8.499456 -4.839608 0.011 -0.001 -0.015
C 7.636950 -6.645050 -2.412539 -0.056 0.032 -0.020
O -0.725022 2.857218 5.354495 0.064 0.114 0.066
H 1.705104 -1.416200 2.895962 -0.165 0.042 0.005
H 6.773057 -8.653582 -2.314838 -0.016 0.005 -0.007
H 7.676830 -8.164407 -0.876260 0.006 0.005 -0.004
F 6.704287 -1.356592 1.298814 -0.021 -0.132 0.020
C 6.382651 -0.281893 0.549649 0.157 -0.134 0.051
C 0.021739 -0.494420 5.117781 -0.265 -0.064 0.224
H -1.518366 5.068707 7.660014 -0.017 -0.001 -0.009
H -1.179492 6.111113 5.159162 0.020 -0.001 0.009
C 7.005990 -7.811957 -1.663251 0.018 -0.013 0.052
H 5.548688 -4.993739 -0.718031 0.015 0.015 -0.016
H 0.990621 -0.002571 5.027211 -0.045 -0.073 -0.061
C -0.959558 3.168330 6.722412 -0.068 -0.002 -0.008
C -0.150378 7.502719 -4.435745 0.006 -0.010 0.053
H -1.967387 3.364627 -2.593363 0.000 -0.006 0.000
H -2.306897 -3.243089 -0.826683 0.003 -0.022 0.010
C -3.238243 -3.554744 -1.306838 0.125 0.075 0.039
H -7.548958 1.644207 1.559872 0.006 -0.037 0.021
H -1.527155 7.111068 -6.073421 0.000 0.039 0.008
H -0.198619 2.678492 7.331871 0.006 -0.018 -0.018
O 1.948652 0.078085 1.272778 -0.102 0.086 -0.467
F 3.097847 -3.486691 -0.803238 -0.241 0.011 0.154
H 1.407858 3.161399 -0.176696 0.016 0.023 -0.296
H -5.964269 3.518588 1.649093 -0.022 -0.005 0.010
H -1.003703 1.840669 2.319010 -0.500 -0.158 0.177
H -5.833245 2.278164 3.749338 -0.022 0.024 -0.033
C -4.065824 -2.085617 -2.927713 -0.025 -0.055 -0.072
C 1.583515 -5.760323 -0.574430 -0.035 0.003 -0.152
H -3.172521 -3.145459 -4.621074 -0.008 -0.012 0.000
F 1.763892 -5.821939 -1.899445 0.081 0.051 0.124
O -1.057340 0.971177 1.905562 0.499 -0.042 -0.217
C 6.314373 -5.769187 -0.693821 0.042 -0.017 0.020
O 0.536754 -1.756754 1.003016 -0.036 0.077 -0.116
H 0.574235 4.381475 -5.265452 -0.026 -0.013 -0.006
F 0.728207 -6.732867 -0.238666 0.004 0.070 -0.068
C 5.775661 -7.149156 -1.048110 -0.048 0.012 -0.050
B 1.013389 -0.777916 2.070330 0.748 -0.495 0.160
H -2.386609 3.178886 -4.296522 0.001 0.018 -0.003
C -2.709725 1.387360 -3.044755 -0.032 0.031 -0.008
H 1.074083 -1.807146 -0.940203 0.238 -0.215 -0.087
C 2.098719 -3.292932 0.156447 0.134 -0.005 -0.223
H 4.116004 -0.571484 1.638243 -0.164 0.024 -0.115
H 3.147961 0.090388 -1.788732 -0.113 -0.170 0.036
H 0.102594 5.037495 6.954280 0.001 -0.008 -0.003
H -2.051017 -4.739501 -2.711541 0.023 0.024 0.017
H -0.387904 -0.249336 6.109239 0.018 0.037 -0.072
H -2.303919 7.085314 -4.478695 -0.016 -0.026 0.000
H -3.905806 -1.013204 -3.055067 -0.024 -0.219 -0.063
H -5.052143 -2.339264 -3.336000 0.006 0.007 -0.036
H -2.741149 -0.518731 3.239566 -0.055 -0.141 0.125
C -2.973966 -2.931643 -3.571138 0.050 0.009 0.020
H -1.441706 3.807899 3.681360 -0.004 -0.008 0.000
C 1.532764 -1.879622 0.053607 -0.131 0.127 0.134
H 0.169450 -1.585133 5.093639 0.119 0.066 -0.056
H -4.137563 2.197426 3.223796 0.016 -0.039 0.036
O 1.327026 2.383926 -0.753083 0.122 -0.112 0.452
H -6.673080 -0.604323 1.836421 -0.015 0.020 0.052
F 0.252783 -4.577884 0.941228 0.159 0.058 -0.278
C 5.111921 -0.495542 -0.262062 0.167 -0.207 0.030
C -1.454710 5.099260 5.455244 -0.062 -0.005 0.008
H -4.699536 2.516030 0.925037 -0.017 0.035 -0.021
H -1.876997 -1.928869 3.931038 0.036 0.042 -0.038
O 7.315549 -5.471638 -1.671855 0.002 -0.007 0.007
H 4.150994 -2.068814 0.753582 0.032 0.030 0.103
H 6.778376 -5.765927 0.297986 -0.028 -0.001 0.015
H -5.218723 -0.209068 0.902299 -0.044 -0.045 -0.029
C 0.202510 5.172408 -4.613710 -0.003 -0.001 0.090
H -2.544261 5.021576 5.435168 0.002 -0.006 -0.006
C -0.833606 4.031792 4.560781 0.062 -0.004 0.007
O -5.258124 0.527591 2.819333 -0.078 -0.140 0.265
H 1.828522 6.566276 -4.173900 -0.008 0.001 0.019
C -2.101488 -0.857960 4.057562 -0.210 0.586 0.130
C -6.571448 1.469594 1.101492 -0.097 0.028 0.005
H -2.656874 -0.748443 4.997871 -0.026 0.004 -0.066
C 2.488862 1.703371 -0.593266 0.463 0.134 0.010
H 5.375226 -7.677752 -0.184579 0.005 0.000 0.010
C -4.098143 3.300057 -2.940064 0.053 -0.092 -0.001
C -5.564189 2.506421 1.591432 0.094 0.033 -0.066
H 1.404039 0.101491 -1.469214 0.027 0.046 0.086
H 7.219946 -6.553045 -3.422263 0.013 -0.037 -0.008
C -2.978279 -4.169619 -2.676780 -0.069 -0.007 -0.004
C -1.390128 6.837993 -5.020835 0.046 -0.022 -0.032
O -4.047130 -2.394272 -1.537704 -0.054 -0.010 -0.014
H -3.048870 1.395340 -0.899227 0.035 -0.041 -0.011
C -2.670195 2.895330 -3.285355 0.035 -0.025 0.022
H -1.730773 0.944736 -2.867149 0.020 0.018 0.025



(2)
115
Properties=species:S:1:pos:R:3:forces:R:3 method="wB97M-V/def2-TZVPD" e_tot_ha=-8121.99158 lumo_ev=0.8 total_charge=-1 e_homo_ha=-0.1865 gap_ha=0.21538
H -1.333149 -0.236798 1.596045 0.162 -0.238 -0.078
H -1.075219 0.306833 -5.417497 -1.033 -0.009 2.361
C -2.903929 -0.022039 6.158585 0.246 0.308 -0.558
H 2.418706 5.539989 -3.414807 1.733 0.311 2.032
H -4.556002 -9.114384 4.939388 -0.019 0.024 -0.168
C 2.117418 -1.208220 -0.464006 -1.454 0.138 -1.941
H -3.212028 0.054298 -0.196819 1.041 0.221 -2.759
H 3.671085 6.848785 -2.893948 -0.990 -2.247 0.976
H 0.030101 0.007710 2.712342 0.195 0.036 0.014
C 3.897716 3.306451 -3.245482 -0.475 1.309 0.574
H 0.487483 5.881701 0.334091 -1.820 -0.239 -2.082
H 4.014345 0.322881 -6.548407 -0.359 1.600 1.825
Br 5.954405 5.395301 -3.447316 -0.592 -0.308 0.979
H -1.178252 0.957125 5.234579 -0.290 -0.063 -0.082
O -2.289498 -5.827018 3.320982 -0.203 0.419 -0.212
C -5.128471 -5.652759 2.368915 -0.251 0.008 0.091
H 9.595771 2.393563 -0.784505 -2.102 -1.536 -0.174
O -1.053965 -1.100484 4.881088 -0.361 0.344 -0.087
H 1.433254 -1.321918 -2.747613 -0.639 0.261 2.201
H 1.721723 0.411355 -6.120977 1.138 1.747 1.558
C 2.786826 0.292020 -0.499301 -1.518 -0.177 0.302
H 4.145690 3.551687 -4.362054 -0.568 -0.559 2.098
H -5.745907 -9.596869 3.706336 -0.165 -0.042 0.132
C 3.189614 5.814150 -2.545658 0.200 0.871 -0.531
H 1.989171 1.026752 -0.000112 1.464 -1.479 -0.827
O -5.154986 -4.803555 3.525295 0.253 -0.413 -0.054
H -4.533864 -4.489653 5.424370 0.022 0.081 -0.181
C -1.547087 6.602972 -0.969239 1.305 -3.198 -2.028
H 8.903002 0.884365 -1.729036 -0.580 1.360 1.765
C 3.894881 1.025891 -5.590637 0.274 -0.565 -1.418
H -3.771252 -2.015131 -2.004560 1.487 1.906 -1.045
O -4.715260 -7.838157 3.357450 -0.426 0.117 0.332
H -5.634092 -0.170791 5.863909 -0.142 -0.157 0.072
C -1.590836 -1.126213 3.550610 0.316 0.065 -0.099
C -0.734193 2.322540 2.806617 -0.366 -0.057 -0.049
H -3.066906 0.754118 6.912036 0.152 -0.024 0.238
H 0.436967 -0.185670 -1.617357 0.716 -2.110 -0.295
H -0.434947 -5.053718 2.842296 0.085 0.165 -0.131
H -4.727011 -1.587134 5.235733 -0.035 -0.025 0.070
H -1.804708 7.501679 -0.259368 0.415 -1.921 -1.735
H -2.184149 -5.003548 5.183716 -0.072 0.204 0.198
H -3.125206 -0.997708 6.607862 -0.003 0.002 -0.107
H -1.161627 3.195174 3.307107 -0.065 -0.111 -0.108
S -1.414533 3.250729 -6.248101 2.202 -0.312 2.489
C -0.794783 3.985105 -2.887991 -0.627 3.884 3.281
H 8.150420 3.624853 -2.154063 -1.312 -1.671 0.968
S 1.591173 2.880094 -5.840850 -1.613 -0.609 1.080
H -3.388907 6.935077 -2.539379 2.043 -1.754 0.363
C -2.796385 0.100508 -1.312961 1.723 0.027 -3.916
O 3.052493 -2.301297 -0.783287 -1.152 0.770 -0.312
C -1.439742 0.007083 5.705620 -0.041 -0.220 0.120
H 8.150806 1.361131 0.033893 1.198 0.323 -2.072
H 1.881933 0.915649 -4.312664 1.000 0.618 -1.746
C -5.660853 -7.068761 2.614205 0.861 0.196 -0.075
C -2.459218 -0.977503 -3.888679 0.442 2.422 3.020
C 0.108203 4.414111 -1.547225 -2.670 1.728 -0.763
H 0.186203 -2.091787 -1.551658 1.484 1.606 0.006
H -0.814409 -0.066799 6.602983 -0.096 -0.163 -0.073
H 2.723780 3.209662 -3.121292 2.259 0.282 -0.267
H 2.598421 6.015440 -1.554424 1.125 -0.567 -1.844
H 6.792855 3.178068 -0.924190 1.178 -1.086 -1.722
O -3.777843 0.258387 5.066014 -0.019 -0.545 0.114
H -2.680681 -1.146996 3.570810 -0.016 0.276 -0.037
H -2.701051 -1.854130 -4.636153 0.729 2.128 1.517
Nb 4.816444 1.400553 -2.411869 0.383 0.029 -1.762
H 4.651440 4.420743 -1.273650 -0.253 0.688 -2.321
H 4.418496 2.048814 -5.913998 -1.224 -2.122 0.994
C 4.649664 0.249313 -4.362863 -0.752 -1.194 -1.268
C 2.255372 1.187506 -5.387550 -0.301 -1.790 0.288
C -2.088616 4.929102 -3.237623 1.700 0.956 2.934
C -5.326345 -8.748117 4.255940 0.379 0.075 -0.259
H -4.423497 -6.163669 4.935675 0.205 -0.015 -0.201
H -0.612790 2.547893 1.742214 0.216 0.072 0.014
N -0.353898 2.741396 -3.625810 -2.325 -0.155 -0.538
C -3.110719 -1.117720 -2.366862 2.693 4.141 -0.868
C -1.055545 -0.021411 2.633257 -0.758 -0.016 0.316
C -4.957870 -0.528031 5.082893 0.198 0.337 -0.152
C -0.172615 2.963387 -5.110225 -0.235 -0.328 -1.499
Br 6.002483 -0.788063 -1.387380 -0.210 0.360 -0.148
N 6.830645 2.078524 -2.912824 -1.796 -1.505 2.242
H 7.394715 1.275400 -3.289162 -0.538 1.222 0.544
H -2.658996 -3.853470 3.912238 -0.031 -0.096 -0.026
H -5.448509 -0.427254 4.110760 0.094 0.093 0.140
H 1.024774 3.737933 -1.261685 -1.945 1.380 -0.776
H 0.235926 2.111998 3.267389 0.074 -0.030 -0.108
H 5.718768 -0.127879 -4.699597 -2.062 0.831 0.437
H 3.775247 0.407893 0.116164 -1.801 -0.529 -1.324
C 4.375439 4.659337 -2.385261 -2.049 -0.241 -1.055
C -4.254870 -5.141925 4.588628 0.135 0.246 -0.043
H -1.264786 -5.969787 1.559358 -0.003 0.017 0.197
C -2.777468 -4.882442 4.272686 -0.300 -0.545 -0.093
C -1.202128 1.530483 -3.306644 -2.775 -3.188 1.930
H -1.816037 -4.334008 1.948965 0.050 0.066 0.033
H -2.784005 4.682816 -4.145942 1.638 0.443 1.930
H -1.276712 -2.088038 3.130380 0.176 0.127 0.086
C -0.230911 5.697558 -0.582483 -2.690 -1.519 -4.020
H 1.500840 -1.401693 0.537987 1.802 0.225 -1.851
C 8.620383 1.732219 -0.973332 -0.286 1.065 -0.382
H -1.670504 2.203387 -0.921706 -0.324 -1.766 -2.326
H -5.815415 -7.575626 1.655840 -0.183 0.141 -0.127
O -1.631553 1.238877 2.977376 0.403 -0.049 0.221
C -1.402414 -5.253889 2.374511 -0.042 -0.301 0.151
H -6.612640 -7.001904 3.138955 -0.160 -0.001 0.147
C -1.854346 1.399080 -1.776466 -0.961 -2.797 -1.622
H 4.019425 -0.741892 -4.153718 1.286 1.948 -0.440
O 2.877226 0.691591 -1.911874 2.892 0.409 1.821
C 0.966940 -1.227870 -1.671632 -0.067 0.683 0.404
H 4.881810 2.143909 -0.750997 -0.175 0.198 0.527
H -5.790061 -5.170718 1.640691 -0.066 -0.017 0.194
C -2.474778 6.232339 -2.310706 3.747 -2.243 1.597
H -6.100733 -8.257379 4.853658 -0.104 -0.034 -0.043
H -4.136917 -5.662758 1.915790 0.036 -0.250 0.157
C -1.529266 0.295150 -4.339374 -1.332 -0.277 3.265
C 7.513074 2.713804 -1.721445 2.161 1.182 -0.310
H 2.972333 -2.509658 -1.759938 0.105 0.725 1.795